{"formula": "C64H148BF4N2O2P3", "method": "the ωB97M-V functional and the def2-TZVPD basis", "species": ["C", "C", "N", "C", "C", "C", "C", "C", "O", "C", "H", "H", "H", "H", "H", "H", "H", "H", "H", "H", "H", "H", "H", "H", "H", "H", "H", "H", "H", "H", "C", "C", "N", "C", "C", "C", "C", "C", "O", "C", "H", "H", "H", "H", "H", "H", "H", "H", "H", "H", "H", "H", "H", "H", "H", "H", "H", "H", "H", "H", "C", "C", "C", "C", "P", "C", "C", "C", "C", "C", "C", "C", "C", "C", "C", "C", "C", "H", "H", "H", "H", "H", "H", "H", "H", "H", "H", "H", "H", "H", "H", "H", "H", "H", "H", "H", "H", "H", "H", "H", "H", "H", "H", "H", "H", "H", "H", "H", "H", "H", "H", "H", "H", "C", "C", "C", "C", "P", "C", "C", "C", "C", "C", "C", "C", "C", "C", "C", "C", "C", "H", "H", "H", "H", "H", "H", "H", "H", "H", "H", "H", "H", "H", "H", "H", "H", "H", "H", "H", "H", "H", "H", "H", "H", "H", "H", "H", "H", "H", "H", "H", "H", "H", "H", "H", "H", "C", "C", "C", "C", "P", "C", "C", "C", "C", "C", "C", "C", "C", "C", "C", "C", "C", "H", "H", "H", "H", "H", "H", "H", "H", "H", "H", "H", "H", "H", "H", "H", "H", "H", "H", "H", "H", "H", "H", "H", "H", "H", "H", "H", "H", "H", "H", "H", "H", "H", "H", "H", "H", "B", "F", "F", "F", "F"], "positions_angstrom": [[-6.3021, 0.4749, -3.9551], [-5.4466, -0.2464, -5.0378], [-5.5631, -1.7791, -4.9558], [-6.8563, -2.2149, -5.6370], [-4.3954, -2.3119, -5.8259], [-4.3643, -3.7787, -5.9928], [-5.3779, -2.2964, -3.5275], [-3.9718, -2.2030, -2.8436], [-3.5418, -0.8842, -2.8330], [-2.3157, -0.6356, -2.1483], [-7.2373, -0.0017, -3.9703], [-6.4502, 1.5625, -4.1918], [-5.7324, 0.3641, -3.0060], [-4.4141, 0.1063, -4.8713], [-5.7046, 0.0442, -6.0380], [-7.7491, -1.9003, -5.0587], [-6.8893, -3.2992, -5.6809], [-6.9352, -1.7307, -6.5956], [-3.5067, -1.9462, -5.3437], [-4.4701, -1.8438, -6.8522], [-3.6274, -4.1323, -6.7194], [-5.2732, -4.2074, -6.4777], [-4.2200, -4.3109, -5.0439], [-5.6515, -3.3262, -3.5099], [-6.1502, -1.8850, -2.8826], [-3.3287, -2.8657, -3.3593], [-4.0701, -2.6018, -1.8190], [-2.4320, -0.8402, -1.0665], [-2.2044, 0.4689, -2.2587], [-1.4076, -1.1438, -2.5217], [-3.4387, -2.0252, 3.3605], [-4.0946, -3.3370, 3.7363], [-3.4201, -4.0546, 4.9069], [-1.9890, -4.3693, 4.6367], [-3.4352, -3.2548, 6.2092], [-4.8228, -2.8118, 6.6807], [-4.0371, -5.4450, 5.1815], [-4.5332, -6.1732, 3.9194], [-3.4155, -6.4544, 3.1500], [-3.7389, -7.2721, 2.0683], [-2.4199, -2.1543, 2.9943], [-3.3293, -1.4139, 4.2350], [-4.0318, -1.4655, 2.6329], [-3.9605, -4.0960, 2.9799], [-5.2074, -3.1977, 3.8303], [-1.9470, -5.0222, 3.7794], [-1.5067, -4.7909, 5.5747], [-1.4998, -3.4190, 4.3957], [-2.7868, -2.4074, 6.0938], [-2.8679, -3.9149, 6.9089], [-4.7300, -2.3433, 7.6640], [-5.4438, -3.6756, 6.9763], [-5.3380, -2.1723, 5.9904], [-4.8377, -5.3203, 5.8585], [-3.2105, -6.0090, 5.6091], [-5.2322, -5.5519, 3.3373], [-5.0636, -7.1092, 4.1891], [-2.8448, -7.5372, 1.5051], [-4.4702, -6.8913, 1.3479], [-4.1962, -8.2081, 2.4343], [-0.5670, -0.0395, -6.4039], [-0.3191, 1.4812, -6.6524], [0.8846, 2.0040, -5.8622], [1.3204, 3.4557, -6.2568], [0.7143, 4.7671, -5.1341], [1.3483, 6.3524, -5.7317], [1.4513, 7.4648, -4.7127], [1.8478, 8.8789, -5.2068], [1.8195, 9.9073, -4.1207], [-1.1420, 4.7120, -5.1144], [-1.8636, 5.2557, -3.8955], [-3.3625, 4.9618, -3.9685], [-4.3145, 5.3340, -2.8080], [1.3862, 4.5095, -3.4865], [2.8642, 4.2414, -3.4347], [3.4928, 4.4082, -2.0318], [3.4878, 5.9238, -1.5199], [-0.8950, -0.1744, -5.3817], [0.2312, -0.7272, -6.6007], [-1.3938, -0.4324, -7.0083], [-1.1831, 1.9358, -6.2055], [-0.2927, 1.7109, -7.7427], [1.7206, 1.3397, -6.0867], [0.7497, 1.8639, -4.8162], [1.0541, 3.6422, -7.3121], [2.4460, 3.4910, -6.3272], [0.5275, 6.6094, -6.4523], [2.2859, 6.2452, -6.3087], [2.1976, 7.0757, -4.0164], [0.5278, 7.5635, -4.0734], [1.1052, 9.1198, -5.9786], [2.8200, 8.8971, -5.7869], [0.8112, 10.0003, -3.6919], [1.9660, 10.8867, -4.5644], [2.7352, 9.8463, -3.5242], [-1.2917, 3.6205, -5.2234], [-1.5249, 5.1552, -6.0070], [-1.7145, 6.3760, -3.7943], [-1.5545, 4.7264, -2.9792], [-3.4589, 3.8418, -4.1660], [-3.6877, 5.4094, -4.8998], [-5.3309, 5.0420, -3.0704], [-4.2892, 6.4464, -2.6526], [-3.9720, 4.8078, -1.9630], [0.7789, 3.6747, -3.0260], [1.0148, 5.4493, -3.0076], [3.4365, 4.9181, -4.0944], [3.0796, 3.2816, -3.8666], [4.4918, 4.0318, -2.1665], [3.0024, 3.7578, -1.3431], [4.0597, 6.0238, -0.5807], [2.4892, 6.3205, -1.2792], [3.8850, 6.7010, -2.2126], [-0.5351, -0.2204, 6.9920], [0.5636, 0.8132, 7.3103], [1.2219, 1.5208, 6.0604], [0.1510, 1.9968, 5.0138], [0.8370, 2.9085, 3.5725], [0.9674, 4.6853, 3.9263], [1.6227, 4.9459, 5.2723], [1.8176, 6.3364, 5.7818], [2.1688, 6.3807, 7.3173], [2.5007, 2.3586, 3.0526], [2.9764, 3.0180, 1.7099], [4.3061, 2.5118, 1.2125], [4.0848, 1.2246, 0.5003], [-0.2461, 2.5478, 2.1418], [-0.4381, 3.6284, 1.0334], [-1.2774, 3.1616, -0.2045], [-2.6602, 2.7110, 0.2652], [-0.0601, -1.1022, 6.4208], [-1.3579, 0.1663, 6.3455], [-1.0873, -0.5833, 7.8434], [1.4139, 0.3281, 7.8448], [0.0928, 1.5725, 7.9277], [2.0523, 0.9253, 5.6097], [1.6451, 2.4573, 6.4726], [-0.4587, 2.7228, 5.5195], [-0.5319, 1.1870, 4.6614], [-0.0533, 5.1438, 3.9383], [1.4019, 5.1448, 3.0518], [2.6781, 4.5956, 5.2562], [1.0422, 4.4132, 6.0667], [0.8751, 6.9443, 5.6857], [2.5370, 6.9162, 5.1010], [2.2771, 7.3793, 7.6207], [3.0488, 5.8170, 7.5073], [1.2925, 5.9567, 7.7947], [2.4059, 1.2394, 2.9249], [3.1329, 2.5842, 3.8890], [3.0820, 4.0703, 1.9389], [2.2141, 2.8877, 0.9321], [4.9331, 2.3262, 2.1066], [4.7736, 3.2280, 0.5475], [5.0022, 0.7618, 0.1114], [3.4812, 1.2810, -0.4060], [3.7188, 0.3467, 1.0540], [-1.1796, 2.1486, 2.5524], [0.2058, 1.6553, 1.6709], [0.5251, 3.8541, 0.6823], [-0.9099, 4.5156, 1.4596], [-0.7502, 2.3119, -0.7204], [-1.4295, 3.9640, -0.8893], [-3.3167, 2.5403, -0.6271], [-3.0217, 3.5979, 0.7918], [-2.5656, 1.8141, 0.8510], [-1.5733, -4.6157, -0.1150], [-0.3881, -4.5926, 0.9096], [0.9396, -4.4479, 0.2840], [1.9912, -4.4244, 1.3434], [3.7062, -4.6183, 0.7106], [4.1709, -6.3150, 0.4529], [4.3321, -7.1656, 1.7457], [2.9474, -7.7146, 2.2716], [2.1037, -8.3543, 1.1544], [3.9843, -3.7354, -0.8950], [3.5101, -2.2984, -0.9833], [2.7084, -1.9897, -2.2550], [2.6054, -0.4983, -2.4061], [4.7648, -4.0089, 2.0567], [6.2363, -3.8880, 1.6782], [6.8609, -3.0271, 2.8417], [8.3707, -2.8791, 2.6319], [-1.3197, -5.2331, -0.9843], [-1.9598, -3.6234, -0.4355], [-2.3996, -4.9930, 0.4985], [-0.3917, -5.5948, 1.3675], [-0.4982, -3.7703, 1.6118], [1.0490, -3.5981, -0.4056], [1.0821, -5.3436, -0.3413], [1.9401, -5.2142, 2.1417], [2.0468, -3.4524, 1.8667], [5.1436, -6.2750, -0.0446], [3.4337, -6.8520, -0.1984], [4.9860, -6.7623, 2.5869], [4.8523, -8.0696, 1.3786], [2.3601, -6.9324, 2.6914], [3.2129, -8.3512, 3.1522], [1.4739, -7.5937, 0.6210], [1.4144, -9.0462, 1.5701], [2.6841, -8.9849, 0.3994], [3.4879, -4.3392, -1.6772], [5.0770, -3.8572, -1.1183], [4.3912, -1.6650, -0.9259], [2.9024, -2.1654, -0.0819], [1.7174, -2.4665, -2.3313], [3.2375, -2.4867, -3.1004], [2.3262, -0.0308, -1.5121], [1.8268, -0.2619, -3.1255], [3.5582, -0.0821, -2.7166], [4.5838, -4.7476, 2.8765], [4.2736, -3.0722, 2.3896], [6.3346, -3.4396, 0.7293], [6.6559, -4.8744, 1.6415], [6.7937, -3.5888, 3.7304], [6.2928, -2.0724, 2.8775], [8.9155, -2.2566, 3.3675], [8.5955, -2.4079, 1.6640], [8.7977, -3.8780, 2.5760], [0.0166, -0.9273, 1.5288], [-0.3089, -0.1953, 2.7069], [0.7609, -0.0399, 0.6457], [0.9186, -2.0058, 1.8848], [-1.1422, -1.3507, 0.9612]], "atomic_forces_ev_per_a": [[1.962, 0.436, -0.679], [0.128, 1.057, 1.305], [1.240, 0.400, -0.733], [-0.620, 0.192, 1.744], [-0.512, 1.057, -1.192], [-0.959, -2.097, -0.331], [-0.155, 0.204, 0.640], [-1.871, 0.358, -0.101], [0.533, 0.127, -0.367], [-0.208, 1.236, 0.701], [-1.496, -0.347, 0.606], [0.293, -1.093, 0.106], [-0.865, 0.219, -0.455], [-0.247, -0.913, -0.153], [-0.388, -0.119, -0.511], [0.732, -0.031, -0.057], [0.105, 0.118, -0.196], [0.315, -0.076, -0.404], [0.382, 0.261, 0.091], [-0.133, -0.130, 1.275], [0.444, 0.494, 0.369], [0.368, 0.510, 0.566], [0.101, 0.012, -0.295], [-0.011, -1.005, -0.462], [0.057, 0.658, -0.229], [1.183, -0.646, -0.640], [-0.238, 0.063, -0.189], [0.154, -0.085, -0.449], [0.279, -0.827, 0.144], [-0.606, -0.044, -0.179], [0.464, -0.226, 0.140], [-0.297, -0.419, -0.386], [-0.702, -0.263, 1.054], [0.986, 1.100, 0.363], [-0.183, -0.764, 0.445], [0.460, -1.491, 1.151], [0.133, 0.081, -1.372], [-0.298, 0.396, 0.775], [0.558, 0.242, -0.541], [-0.342, -1.686, -0.725], [-0.197, -0.013, -0.352], [-0.176, 0.596, 0.487], [0.089, -0.272, 0.056], [0.003, 0.243, -0.689], [1.159, -0.395, 0.730], [0.194, -0.303, 0.035], [-0.733, 0.369, -1.333], [0.130, -0.282, 0.109], [0.299, 0.483, -0.439], [-0.915, 0.450, -0.152], [0.263, 0.479, -0.317], [0.036, 0.246, -0.636], [-0.193, 0.319, -0.254], [-0.780, 0.089, 0.780], [-0.345, -0.139, 0.230], [-0.140, -0.221, 0.293], [0.202, 0.440, 0.198], [0.108, 0.160, 0.229], [0.005, 0.672, 0.211], [0.262, 0.114, -0.041], [-0.810, 0.565, -0.364], [-0.011, -1.147, 0.084], [0.707, 0.043, -1.822], [0.750, -0.582, -0.256], [0.364, -0.049, -0.679], [-1.358, 0.489, -1.582], [0.305, 0.133, 1.609], [-0.032, -1.113, -1.771], [0.375, 1.020, -0.607], [1.185, -1.032, 0.610], [-0.358, 0.826, 1.383], [-0.565, -1.417, -1.144], [0.869, 1.543, -1.749], [-2.139, -0.322, 0.433], [0.878, 1.203, 0.157], [-0.235, 1.909, -1.012], [0.026, -0.392, 0.028], [0.108, -0.094, 0.496], [0.870, 0.009, -0.084], [0.022, 0.395, -0.093], [-0.744, 0.506, -0.316], [0.199, -0.052, 0.845], [0.192, 0.115, -0.113], [-0.389, 0.144, 1.079], [-0.341, 0.191, 0.482], [-1.017, 0.276, 0.565], [0.810, -0.017, 0.030], [-0.444, -0.167, 0.288], [0.240, 0.467, 0.351], [0.560, -0.108, -0.789], [-0.004, 0.190, 0.081], [-0.826, -0.301, 0.871], [0.672, -0.399, 0.716], [-0.059, 0.240, -0.403], [-0.763, -0.379, 0.859], [-0.274, 0.436, 0.194], [-0.070, 0.414, -0.830], [0.034, -1.272, 0.059], [0.553, 0.502, -0.181], [0.078, 1.100, 0.300], [-0.495, 0.214, -0.229], [0.075, 0.013, 0.122], [-0.093, -1.067, 0.127], [0.112, -0.434, 1.439], [0.657, 0.733, -0.246], [0.656, -0.632, 0.152], [-0.404, 0.099, 0.099], [-0.023, -0.787, 0.105], [0.647, 0.100, 0.338], [-0.465, -0.377, 0.754], [-0.116, -0.182, -0.433], [0.008, -0.538, -0.062], [0.099, -0.985, 0.115], [0.596, -0.914, -1.930], [0.246, -0.411, -0.847], [-0.576, 0.292, 0.269], [0.822, -0.824, -0.085], [-0.238, -0.309, -0.937], [-1.670, 0.409, 0.271], [1.102, -0.927, 0.825], [-0.533, 3.011, -0.424], [-1.114, -0.891, -2.522], [-0.964, -1.186, -0.964], [-0.695, 0.482, 1.197], [-0.136, -0.798, 1.119], [0.957, -2.355, -1.298], [-0.198, -0.183, -0.670], [-1.206, -0.781, 0.316], [0.608, -1.758, 1.262], [0.098, 0.815, -1.588], [-0.838, 1.088, 0.871], [0.735, 0.063, 0.195], [0.342, -0.218, 0.646], [-0.841, 0.416, -0.048], [0.302, 0.207, 0.252], [-0.813, 0.305, 0.273], [0.249, -0.638, -0.278], [-0.547, 0.475, 0.234], [0.829, 0.561, 0.006], [0.428, -0.579, 0.056], [0.671, 0.212, -0.162], [-0.654, -0.673, 0.093], [0.543, 0.106, -0.650], [0.568, -0.603, -0.014], [-0.615, -0.873, 1.149], [0.268, 1.285, 0.501], [0.749, -0.500, 0.437], [0.091, -0.164, 0.497], [0.206, 1.015, 0.244], [0.767, 0.002, 0.302], [-0.158, 0.501, -0.183], [0.141, 0.023, 0.212], [0.117, 0.338, -0.594], [0.167, 0.203, 0.053], [0.355, 0.535, 0.042], [-0.336, 0.440, 0.199], [-0.502, 0.697, 0.439], [-0.016, 0.394, -0.042], [-0.027, 0.486, 0.268], [1.275, 0.810, -0.438], [0.096, 0.127, -0.080], [-0.289, 0.776, 0.348], [0.306, 0.768, -0.531], [0.361, -0.039, 0.864], [-0.594, -0.545, 0.389], [-0.395, -0.226, 0.425], [0.000, 0.699, 1.197], [-1.628, 0.049, -0.961], [0.793, -0.762, -1.209], [2.298, 0.036, 0.851], [-0.359, 0.561, -0.009], [0.019, -0.864, 0.261], [-0.409, -0.955, 0.230], [1.683, -0.250, -0.099], [0.680, -0.135, -0.929], [0.759, -1.440, -0.212], [-0.553, -0.627, 0.563], [0.644, -0.940, -0.274], [-0.018, -0.350, -1.579], [-1.293, -0.396, -0.240], [-0.729, 0.694, 2.715], [0.847, 0.178, -2.191], [0.237, 0.878, -0.679], [-0.370, -0.030, 0.249], [0.827, -0.354, 0.053], [-0.173, -0.500, -0.652], [-0.110, 0.467, 0.431], [-0.364, -0.294, 0.364], [-0.209, 0.027, 0.407], [0.130, 0.115, -0.113], [-0.366, 0.651, -0.865], [-0.244, -0.652, -0.267], [-0.108, -0.044, -0.255], [0.749, 0.658, 0.310], [-0.930, -0.183, -1.254], [-0.012, 0.345, 0.327], [-0.410, 0.725, 0.494], [-0.483, -0.023, -0.982], [0.715, -0.569, 0.265], [-0.749, -0.611, 0.514], [-0.502, 1.074, 0.919], [0.073, -0.045, 0.433], [-0.828, 0.108, 0.217], [-0.119, 0.368, 0.038], [-0.115, 0.823, -0.166], [0.182, 0.100, 0.714], [-0.065, 0.659, 0.276], [-0.492, 0.515, 1.507], [0.064, 0.260, -0.379], [0.103, 0.172, -0.194], [0.255, 0.628, -0.475], [0.570, -0.212, -0.168], [0.364, 0.768, -1.087], [0.498, -0.506, -0.014], [-0.809, -0.452, 1.314], [0.522, -0.516, 0.252], [-0.512, -0.557, -0.073], [-0.130, -0.085, 0.106], [0.243, 0.004, 0.247], [1.884, 0.920, 0.629], [0.222, -0.509, -0.091], [-0.648, -0.766, 0.463], [-1.158, 1.267, -0.248], [-0.538, -0.594, -0.623]], "e_homo_ev": -17.358, "e_tot_ha": -4234.65593, "gap_ev": 10.85, "total_charge": 4}